1.
A cluster of 11 separate species, C20H50O17 in total, computed with ωB97M-V with the def2-TZVPD basis set.

XYZ file:
```
87
Properties=species:S:1:pos:R:3
C 2.802 3.727 2.256
O 1.484 3.550 1.796
H 3.249 2.781 2.578
H 3.438 4.154 1.477
H 2.866 4.347 3.152
H 1.427 2.748 1.242
C -5.616 -4.348 0.090
O -6.141 -4.126 1.382
H -4.604 -3.984 -0.064
H -5.686 -5.383 -0.240
H -6.269 -3.848 -0.641
H -5.888 -3.260 1.703
C -3.843 2.493 3.057
O -2.975 2.539 4.162
H -4.838 2.113 3.284
H -3.916 3.500 2.632
H -3.431 1.853 2.265
H -2.061 2.337 3.888
C 0.210 2.020 4.546
O -0.401 2.027 3.257
H -0.010 2.928 5.112
H -0.202 1.172 5.085
H 1.292 1.960 4.418
H 0.119 2.590 2.649
C -2.012 -4.450 1.836
O -3.112 -5.305 1.600
H -1.490 -4.872 2.704
H -1.276 -4.598 1.045
H -2.231 -3.397 2.017
H -3.717 -5.334 2.344
C -5.339 3.018 -2.856
O -4.373 1.968 -2.759
H -4.817 3.929 -2.575
H -5.795 3.066 -3.846
H -6.179 2.803 -2.194
H -4.215 1.535 -3.600
C 5.009 0.731 1.060
O 4.018 1.284 0.195
H 5.970 0.629 0.556
H 5.191 1.398 1.909
H 4.629 -0.233 1.402
H 3.167 0.869 0.388
C 0.923 3.809 -2.378
O 1.797 4.147 -3.424
H 0.444 4.718 -1.977
H 0.016 3.247 -2.632
H 1.379 3.378 -1.484
H 2.650 3.749 -3.247
C 3.889 0.913 -5.562
C 3.367 -0.034 -4.512
C 3.256 0.461 -3.053
O 1.899 0.255 -2.685
C 1.227 -0.283 -3.732
O 0.085 -0.632 -3.670
O 2.002 -0.435 -4.787
H 4.753 1.470 -5.196
H 3.147 1.659 -5.847
H 4.185 0.345 -6.442
H 3.872 -1.001 -4.463
H 3.609 1.490 -2.972
H 3.900 -0.172 -2.445
C 2.877 -2.345 0.054
C 2.722 -2.974 1.417
C 1.268 -3.059 1.897
O 1.198 -4.318 2.498
C 2.113 -5.139 1.975
O 2.073 -6.321 2.060
O 3.007 -4.386 1.281
H 2.403 -2.883 -0.764
H 3.954 -2.326 -0.148
H 2.546 -1.306 0.011
H 3.473 -2.638 2.137
H 0.570 -3.054 1.056
H 1.047 -2.244 2.586
C -2.583 -1.359 0.003
C -1.541 -0.483 -0.664
C -1.820 1.000 -0.757
O -0.634 1.638 -0.249
C 0.246 0.656 0.116
O 1.262 0.939 0.695
O -0.282 -0.533 0.010
H -2.519 -1.233 1.087
H -2.446 -2.404 -0.263
H -3.573 -1.027 -0.315
H -1.391 -0.928 -1.652
H -2.641 1.383 -0.138
H -2.164 1.326 -1.740
```

Summary:
highest occupied orbital energy: -9.656 eV
LUMO: 0.27 eV
SMILES string: C[C@H]1COC(=O)O1.C[C@H]1COC(=O)O1.C[C@H]1COC(=O)O1.CO.CO.CO.CO.CO.CO.CO.CO
energy relative to the best compared isomer or geometry (same formula, charge and spin): 0.000 eV
Kohn-Sham gap: 9.922 eV

Löwdin atomic charge list, values in e, 8 entries: -0.15, -0.13, 0.07, 0.08, 0.08, 0.04, -0.18, -0.11


2.
A structure of composition C20H51BN6O4Si2, computed with ωB97M-V with the def2-TZVPD basis set.

XYZ file:
```
84
Properties=species:S:1:pos:R:3
C 4.170 -3.022 -5.177
C 3.417 -2.005 -4.278
O 3.639 -0.650 -4.690
C 3.343 0.192 -3.567
C 2.684 1.531 -4.037
O 1.286 1.493 -3.718
C 0.977 2.167 -2.527
N 0.527 1.277 -1.441
C -0.473 0.438 -1.524
N -0.871 -0.409 -0.468
C -0.524 -1.855 -0.740
C 0.810 -2.256 -0.004
C 1.918 -1.164 0.030
C -1.725 -2.690 -0.167
C -1.865 -4.161 -0.665
O -0.651 -4.891 -0.706
C -2.705 -4.324 -2.003
N -3.819 -3.365 -2.104
C -0.310 -1.971 -2.272
C -1.340 -1.069 -3.046
N -1.180 0.378 -2.749
B -2.498 1.087 -2.614
N -3.025 1.854 -3.733
O -3.260 1.100 -1.417
H 3.866 -2.995 -6.238
H 3.904 -4.032 -4.788
H 5.262 -2.919 -5.035
H 2.334 -2.268 -4.287
H 3.827 -2.120 -3.247
H 2.582 -0.342 -2.962
H 4.244 0.410 -2.955
H 3.206 2.442 -3.688
H 2.747 1.539 -5.147
H 0.158 2.880 -2.762
H 1.816 2.775 -2.128
H 1.028 1.340 -0.557
H -0.520 -0.115 0.443
H 1.230 -3.114 -0.581
H 0.572 -2.670 0.994
H 2.127 -0.693 -0.947
H 1.602 -0.372 0.752
H 2.873 -1.552 0.441
H -1.558 -2.746 0.934
H -2.638 -2.082 -0.294
H -2.481 -4.680 0.099
H -0.142 -4.659 -1.485
H -2.060 -4.378 -2.905
H -3.163 -5.335 -1.911
H -3.821 -2.868 -2.987
H -4.689 -3.886 -2.092
H 0.744 -1.713 -2.534
H -0.467 -2.987 -2.682
H -2.342 -1.412 -2.687
H -1.289 -1.326 -4.120
H -2.629 1.566 -4.621
H -4.036 1.772 -3.742
H -3.505 0.204 -1.173
C 0.275 3.878 7.700
Si 0.344 2.842 6.121
C 0.214 1.035 6.645
C 2.051 3.113 5.364
N -0.936 3.341 5.097
Si -1.208 2.640 3.569
C -1.597 0.794 3.657
C 0.224 2.866 2.368
C -2.710 3.482 2.790
H 1.081 3.589 8.384
H 0.386 4.939 7.468
H -0.678 3.731 8.213
H 0.907 0.824 7.468
H 0.469 0.358 5.826
H -0.795 0.803 6.988
H 2.134 4.120 4.950
H 2.261 2.391 4.571
H 2.831 2.996 6.126
H -0.705 0.204 3.881
H -1.992 0.437 2.693
H -2.348 0.595 4.421
H 0.563 3.903 2.351
H -0.105 2.591 1.350
H 1.073 2.224 2.621
H -2.532 4.553 2.673
H -3.594 3.342 3.415
H -2.920 3.059 1.799
```

Summary:
highest occupied orbital energy: -5.285 eV
LUMO: -1.23 eV
Kohn-Sham gap: 4.051 eV

Löwdin atomic charge list, values in e, 8 entries: -0.07, -0.28, -0.14, -0.18, -0.14, -0.12, -0.15, 0.20


3.
A cluster of 4 separate species, C20H51N3O8 in total, computed with ωB97M-V with the def2-TZVPD basis set.

XYZ file:
```
82
Properties=species:S:1:pos:R:3
C 4.508 0.343 -4.692
O 4.603 0.424 -3.283
C 3.390 0.088 -2.610
C 2.326 1.283 -2.544
N 2.857 2.462 -1.867
C 1.736 3.465 -1.983
C 1.880 4.843 -1.273
O 2.319 5.827 -2.211
C 3.134 6.939 -1.677
H 3.839 1.065 -5.161
H 4.154 -0.609 -5.088
H 5.512 0.476 -5.096
H 3.679 -0.118 -1.579
H 3.093 -0.886 -2.999
H 1.444 0.947 -1.999
H 1.954 1.574 -3.526
H 3.644 2.796 -2.404
H 0.771 3.060 -1.676
H 1.507 3.746 -3.011
H 2.622 4.759 -0.479
H 0.927 5.246 -0.931
H 2.665 7.319 -0.769
H 3.001 7.839 -2.277
H 4.162 6.582 -1.629
C -1.810 -1.938 1.326
O -1.044 -2.220 0.145
C -1.280 -3.491 -0.397
C -1.022 -4.740 0.567
N -2.415 -5.058 1.055
C -2.520 -6.229 1.887
C -4.030 -6.504 2.144
O -4.525 -6.248 3.448
C -4.939 -4.904 3.884
H -1.621 -0.953 1.752
H -1.477 -2.568 2.151
H -2.848 -2.042 1.011
H -0.611 -3.444 -1.257
H -2.313 -3.493 -0.746
H -0.381 -4.480 1.410
H -0.503 -5.443 -0.084
H -2.950 -4.262 1.370
H -2.089 -6.044 2.870
H -2.067 -7.120 1.450
H -4.077 -7.593 2.164
H -4.592 -6.315 1.229
H -5.629 -4.955 4.726
H -5.316 -4.457 2.964
H -4.048 -4.355 4.189
C 0.287 4.011 3.444
O -0.464 2.926 3.590
C -0.540 1.999 2.508
C -1.699 2.255 1.598
N -1.879 1.155 0.707
C -2.997 1.435 -0.245
C -2.868 0.528 -1.488
O -1.458 0.509 -1.942
C -1.124 -0.552 -2.791
H 0.314 4.495 4.420
H -0.203 4.753 2.815
H 1.277 3.592 3.266
H -0.579 1.022 2.990
H 0.453 1.928 2.065
H -1.436 3.062 0.913
H -2.605 2.611 2.088
H -0.997 0.886 0.294
H -2.934 2.485 -0.530
H -3.979 1.400 0.227
H -3.463 0.898 -2.324
H -3.206 -0.403 -1.033
H -1.204 -1.589 -2.464
H -0.097 -0.509 -3.155
H -1.668 -0.528 -3.735
C 2.429 -0.512 1.024
C 3.397 0.527 1.600
O 4.109 1.074 0.551
O 1.352 0.062 0.363
H 2.001 -1.109 1.829
H 3.028 -1.044 0.284
H 3.942 0.062 2.421
H 2.931 1.286 2.228
H 3.494 1.330 -0.140
H 0.769 -0.662 0.125
```

Summary:
highest occupied orbital energy (spin up / spin down): -11.015 / -11.010 eV
LUMO (spin up / spin down): -2.53 / -7.54 eV
2S+1: 2
charge: +1
Kohn-Sham gap (spin up / spin down): 8.480 / 3.473 eV

Löwdin atomic charge list, values in e, 8 entries: -0.12, -0.18, -0.17, -0.21, -0.03, -0.17, -0.21, -0.23


4.
A cluster of 7 separate species, C20H53N3O7 in total, computed with ωB97M-V with the def2-TZVPD basis set.

XYZ file:
```
83
Properties=species:S:1:pos:R:3
C 6.245 -0.987 -0.544
C 6.018 -1.574 0.828
O 5.195 -0.623 1.598
H 5.358 -0.609 -1.043
H 6.673 -1.790 -1.109
H 6.983 -0.160 -0.576
H 6.950 -1.785 1.396
H 5.448 -2.503 0.708
H 4.830 -1.059 2.362
C 1.855 -4.449 1.325
C 1.151 -3.452 2.241
O 1.219 -2.133 1.808
H 1.728 -5.426 1.791
H 2.910 -4.223 1.341
H 1.473 -4.441 0.295
H 1.516 -3.548 3.267
H 0.130 -3.826 2.352
H 0.515 -2.078 1.148
C 6.090 2.927 0.428
C 7.145 2.280 1.317
O 6.623 1.442 2.353
H 6.310 3.988 0.306
H 5.130 2.690 0.809
H 6.139 2.506 -0.540
H 7.695 2.986 1.904
H 7.913 1.774 0.695
H 6.062 0.762 1.958
C 2.188 2.212 0.892
C 1.537 2.450 -0.516
O 1.336 1.141 -1.092
H 2.397 3.163 1.356
H 3.099 1.663 0.704
H 1.464 1.530 1.456
H 2.076 3.055 -1.217
H 0.534 2.875 -0.425
H 0.847 1.258 -1.906
C 0.372 -2.064 -3.515
C 1.038 -2.230 -2.101
O 0.153 -1.678 -1.095
H -0.653 -2.473 -3.605
H 1.099 -2.559 -4.187
H 0.357 -1.102 -3.897
H 1.996 -1.702 -2.047
H 1.153 -3.269 -1.879
H 0.569 -0.833 -0.789
C -1.671 1.237 -3.121
O -0.507 1.411 -3.350
N -2.595 2.180 -3.561
N -2.165 0.096 -2.511
H -3.613 2.224 -3.441
H -2.168 3.058 -3.843
H -1.554 -0.598 -2.181
H -3.045 0.058 -2.000
C -6.265 1.062 1.153
C -5.270 0.981 -0.021
C -4.374 2.291 -0.110
C -3.348 2.141 1.012
C -2.596 0.822 1.012
C -3.430 -0.405 1.121
N -4.394 -0.239 0.023
O -5.332 -1.351 0.045
C -2.521 -1.550 0.870
C -4.003 -0.670 2.528
C -6.010 0.848 -1.419
H -5.854 1.635 2.015
H -7.178 1.523 0.842
H -6.556 0.081 1.481
H -3.855 2.264 -1.090
H -5.067 3.175 -0.087
H -2.634 2.970 0.971
H -3.768 2.351 1.972
H -1.812 0.821 1.790
H -1.991 0.700 0.128
H -3.086 -2.529 0.813
H -1.870 -1.705 1.651
H -1.981 -1.373 -0.042
H -4.560 0.166 2.897
H -3.213 -0.923 3.290
H -4.733 -1.483 2.548
H -5.330 0.421 -2.095
H -6.925 0.242 -1.339
H -6.433 1.829 -1.789
H -5.156 -1.886 -0.714
```

Summary:
highest occupied orbital energy: -9.240 eV
LUMO: 0.60 eV
SMILES string: CC1(C)CCCC(C)(C)N1O.NC(N)=O.CCO.CCO.CCO.CCO.CCO
energy relative to the best compared isomer or geometry (same formula, charge and spin): 0.000 eV
Kohn-Sham gap: 9.845 eV

Löwdin atomic charge list, values in e, 8 entries: -0.08, -0.25, -0.11, 0.08, 0.06, 0.07, 0.13, 0.10


5.
A cluster of 5 separate species, C20H53N3O8 in total, computed with ωB97M-V with the def2-TZVPD basis set.

XYZ file:
```
84
Properties=species:S:1:pos:R:3
C -6.409 -8.672 -1.794
O -5.152 -8.464 -1.301
C -4.736 -9.211 -0.225
C -3.315 -8.898 0.093
N -2.996 -7.439 0.230
C -3.423 -6.769 1.440
C -3.181 -5.229 1.398
O -3.878 -4.513 0.460
C -3.527 -3.102 0.590
H -6.899 -9.498 -1.278
H -6.500 -8.767 -2.876
H -6.944 -7.728 -1.689
H -4.763 -10.264 -0.503
H -5.398 -9.037 0.624
H -2.709 -9.319 -0.709
H -3.015 -9.424 1.000
H -3.551 -6.970 -0.472
H -2.846 -7.094 2.306
H -4.466 -7.009 1.648
H -2.121 -4.979 1.365
H -3.451 -4.866 2.389
H -4.009 -2.495 -0.176
H -2.474 -2.897 0.396
H -3.796 -2.654 1.547
C 0.753 2.629 -2.992
O 0.137 1.551 -2.316
C -1.264 1.433 -2.570
C -2.189 2.629 -2.483
N -2.191 3.175 -1.086
C -3.135 4.264 -0.961
C -3.267 4.809 0.467
O -4.473 4.387 1.113
C -4.458 3.069 1.653
H 0.574 2.657 -4.067
H 1.812 2.580 -2.736
H 0.321 3.572 -2.659
H -1.545 0.683 -1.830
H -1.325 0.924 -3.532
H -3.197 2.365 -2.804
H -1.838 3.306 -3.262
H -1.251 3.472 -0.865
H -4.101 3.961 -1.365
H -2.838 5.087 -1.611
H -3.397 5.888 0.378
H -2.432 4.711 1.160
H -4.291 2.353 0.849
H -5.446 2.922 2.090
H -3.708 2.942 2.433
C 6.664 1.310 -1.841
O 5.904 2.191 -0.981
C 6.193 3.569 -1.244
C 5.271 4.357 -0.252
N 3.956 4.514 -0.716
C 3.138 5.307 0.195
C 2.392 4.469 1.180
O 1.804 3.267 0.663
C 1.358 2.372 1.691
H 6.343 1.471 -2.870
H 6.622 0.234 -1.666
H 7.711 1.614 -1.849
H 6.055 4.022 -2.225
H 7.213 3.719 -0.889
H 5.714 5.340 -0.092
H 5.207 3.831 0.700
H 3.471 3.640 -0.570
H 2.510 6.003 -0.360
H 3.757 5.995 0.770
H 1.550 5.027 1.589
H 3.109 4.178 1.948
H 0.565 2.799 2.305
H 2.122 2.090 2.416
H 0.964 1.550 1.093
C 3.308 -1.057 -0.462
O 2.076 -1.608 -0.873
H 3.916 -1.835 0.000
H 3.821 -0.681 -1.347
H 3.165 -0.208 0.207
H 1.636 -0.883 -1.322
C 5.971 2.134 4.219
O 5.217 2.865 5.218
H 5.350 1.460 3.629
H 6.370 2.900 3.554
H 6.808 1.626 4.697
H 5.079 2.346 6.013
```

Summary:
highest occupied orbital energy: -8.584 eV
LUMO: 0.64 eV
SMILES string: COCCNCCOC.COCCNCCOC.COCCNCCOC.CO.CO
energy relative to the best compared isomer or geometry (same formula, charge and spin): 2.804 eV
Kohn-Sham gap: 9.225 eV

Löwdin atomic charge list, values in e, 8 entries: -0.12, -0.18, -0.27, -0.18, -0.05, -0.20, -0.28, -0.16